# 1
Here is C21H36BiN3O4S4SbSi as an isolated structure in a non-equilibrium geometry from OMol25. Energies are from ωB97M-V with the def2-TZVPD basis set.

- Spin multiplicity: 2
- <S²>: 0.7578
- E_HOMO (alpha / beta): -7.8728 / -7.8733 eV
- Lowest unoccupied orbital energy (alpha / beta): -0.63 / -2.38 eV
- Frontier orbital gap (alpha / beta): 7.24 / 5.49 eV

```
71
Properties=species:S:1:pos:R:3:forces:R:3:lowdin_spin:R:1
Bi 13.815 -10.258 -3.106 -0.462 0.773 0.251 0.000
C 10.262 -13.864 -6.512 0.198 0.347 1.104 0.000
N 11.219 -12.827 -6.276 2.001 1.927 0.678 0.000
C 10.904 -11.478 -6.010 -0.991 -0.392 0.197 0.000
C 12.036 -10.743 -6.101 0.274 0.078 0.316 0.001
N 13.077 -11.669 -6.307 -0.002 -0.807 0.232 0.000
C 12.586 -12.952 -6.420 -0.738 -0.738 -0.892 0.000
S 13.354 -14.418 -6.872 -0.325 1.421 0.517 0.000
C 14.458 -11.371 -6.584 -1.318 0.067 -1.196 0.000
C 14.771 -11.281 -7.927 1.371 0.312 -0.917 0.000
C 16.054 -10.817 -8.251 -1.423 0.057 1.206 0.000
C 16.855 -10.450 -7.181 1.148 -0.453 0.078 0.000
C 16.515 -10.680 -5.873 -2.368 -0.772 -1.210 0.000
N 15.258 -11.141 -5.602 1.583 0.874 1.802 0.000
H 10.256 -14.058 -7.589 -0.232 -0.665 0.421 0.000
H 9.375 -13.380 -6.146 -1.029 -0.239 -0.366 0.000
H 10.462 -14.675 -5.791 0.011 -0.165 -1.045 0.000
H 9.877 -11.230 -5.630 1.322 -0.030 -0.853 0.000
H 12.238 -9.656 -6.011 -0.243 -1.091 0.013 0.001
H 14.049 -11.573 -8.677 -0.002 0.034 0.037 0.000
H 16.395 -10.652 -9.246 0.039 -0.111 -0.625 0.000
H 17.861 -10.119 -7.319 0.433 0.382 -0.455 0.000
H 17.216 -10.501 -5.101 0.171 0.126 0.934 0.000
S 14.373 -6.148 -1.261 -0.038 -0.106 0.108 0.767
Sb 15.361 -7.160 -3.124 -0.073 0.364 -0.340 0.090
S 13.443 -8.007 -4.363 0.139 -0.553 0.311 0.051
S 16.057 -9.345 -2.455 0.463 -0.322 0.109 0.046
C 10.388 -7.442 -1.253 0.394 -1.279 -0.580 0.002
C 10.384 -7.813 0.235 0.773 0.324 0.239 0.001
C 9.057 -7.897 0.946 -1.228 0.864 -0.745 0.000
C 11.236 -6.792 0.938 -1.424 0.794 0.213 0.007
O 10.965 -9.094 0.445 1.051 -1.047 -0.369 0.000
Si 11.972 -10.063 -0.421 -0.074 -0.781 -0.190 0.002
O 13.128 -9.355 -1.301 -0.120 0.232 -0.094 0.014
O 12.602 -11.208 0.608 -0.203 0.986 -0.101 0.000
C 13.515 -11.090 1.719 -0.534 -0.454 0.935 0.000
C 12.764 -10.540 2.964 1.032 2.471 -1.543 0.000
C 14.688 -10.175 1.363 -0.566 0.363 0.189 0.000
C 14.018 -12.533 1.928 0.248 0.266 0.138 0.000
O 11.197 -10.967 -1.632 0.666 0.792 1.272 0.000
C 10.583 -12.239 -1.448 -0.210 -0.329 -0.283 0.000
C 9.947 -12.482 -2.797 -1.167 -0.392 -1.693 0.000
C 11.627 -13.312 -1.209 0.757 -0.075 1.528 0.000
C 9.585 -12.207 -0.262 0.360 -0.551 -1.454 0.000
H 9.742 -6.613 -1.366 -0.647 1.045 -0.457 0.000
H 10.058 -8.253 -1.913 -0.570 -0.084 0.391 0.000
H 11.375 -7.235 -1.728 -0.349 0.226 1.050 0.004
H 8.460 -6.961 0.812 0.575 -0.525 0.336 0.000
H 9.116 -8.179 2.007 0.338 0.269 -0.401 0.000
H 8.500 -8.652 0.439 -0.696 -0.770 -0.219 0.000
H 10.851 -5.776 0.844 -0.304 -0.016 -0.212 0.000
H 12.138 -6.797 0.445 2.533 0.052 -0.709 0.011
H 11.326 -6.962 1.983 0.249 -0.478 0.925 0.000
H 12.390 -9.519 2.629 0.320 -1.054 0.516 0.000
H 13.504 -10.330 3.748 -0.338 -0.336 0.041 0.000
H 11.902 -11.052 3.312 -0.504 -0.957 0.238 0.000
H 14.379 -9.126 1.203 -0.082 -0.484 -0.135 0.000
H 15.081 -10.581 0.437 0.548 0.261 -0.076 0.000
H 15.429 -10.126 2.171 -0.026 -0.393 -0.268 0.000
H 13.194 -13.243 1.874 -0.158 0.083 0.366 0.000
H 14.594 -12.664 2.865 -0.405 0.145 -0.426 0.000
H 14.664 -12.799 1.096 0.246 0.003 -0.116 0.000
H 10.744 -12.448 -3.599 -0.806 -0.089 0.928 0.000
H 9.149 -11.748 -3.095 0.847 -0.172 0.530 0.000
H 9.402 -13.452 -2.892 0.673 0.352 0.308 0.000
H 12.435 -13.314 -1.960 -0.520 -0.199 -0.069 0.000
H 11.132 -14.300 -1.094 0.477 0.491 -0.302 0.000
H 12.135 -13.045 -0.240 -0.525 -0.631 -0.975 0.000
H 8.923 -11.367 -0.534 0.060 -0.243 0.953 0.000
H 10.175 -12.150 0.676 -0.765 0.342 -0.425 0.000
H 9.026 -13.167 -0.315 0.166 0.656 0.332 0.000
```
Positions in Å, forces in eV/Å.

# 2
Here is a 7-piece molecular cluster, C24H38Br4O15 overall in a non-equilibrium geometry from OMol25. Energies are from ωB97M-V with the def2-TZVPD basis set.

- Net charge: -1
- Spin multiplicity: 2
- <S²>: 0.7548
- E_HOMO (alpha / beta): -0.2204 / -5.4496 eV
- Lowest unoccupied orbital energy (alpha / beta): 1.58 / 1.58 eV
- Frontier orbital gap (alpha / beta): 1.80 / 7.03 eV

```
81
Properties=species:S:1:pos:R:3:forces:R:3:lowdin_spin:R:1
Br 1.104 -0.075 -2.401 0.223 0.276 0.597 0.007
C 0.904 -0.268 -0.454 -1.111 -1.514 0.104 0.000
C 2.135 0.134 0.323 0.175 1.059 -0.490 0.000
Br 1.817 0.197 2.278 -0.040 -0.254 -0.648 0.002
H 0.584 -1.306 -0.366 0.938 -0.438 0.109 0.000
H -0.061 0.126 -0.136 0.382 1.271 -0.140 0.000
H 2.387 1.158 0.048 -0.121 0.099 0.240 0.000
H 3.059 -0.412 0.132 -0.359 -0.545 0.214 0.000
Br 6.301 1.168 -1.176 1.868 -0.684 1.879 0.359
C 4.870 1.749 -2.586 -2.048 1.210 -3.558 0.302
C 5.371 1.416 -3.984 0.481 -0.281 2.871 0.049
Br 4.115 2.039 -5.367 -0.327 -0.007 -0.880 0.120
H 4.668 2.819 -2.541 0.361 0.204 0.483 0.010
H 3.893 1.276 -2.483 0.133 -0.399 0.515 0.008
H 5.480 0.333 -3.931 -0.139 -0.053 -1.032 0.000
H 6.342 1.874 -4.174 -0.209 0.039 -0.259 0.000
C 0.813 -4.471 2.167 -0.525 -0.959 0.887 0.000
C -0.613 -4.621 1.618 2.267 1.260 2.635 0.000
C -1.337 -3.233 1.677 -0.504 -1.593 0.517 0.000
O -1.486 -2.950 0.331 -0.974 -0.964 -3.214 0.000
C -1.225 -4.126 -0.476 0.351 2.243 -3.904 0.000
O -1.414 -4.260 -1.711 0.249 0.748 5.761 0.000
O -0.459 -4.888 0.282 -0.670 -1.656 -1.968 0.000
H 0.793 -4.334 3.249 -0.251 1.021 0.077 0.000
H 1.341 -3.694 1.616 0.233 -0.178 0.283 0.000
H 1.305 -5.443 2.210 0.353 -0.035 -1.043 0.000
H -1.058 -5.486 2.109 -0.659 0.319 0.014 0.000
H -0.831 -2.409 2.181 0.420 -0.259 -0.106 0.000
H -2.310 -3.360 2.150 -0.241 0.150 0.041 0.000
C -4.722 1.006 -2.639 0.697 -1.012 -0.666 0.000
C -3.598 0.202 -3.431 -1.884 0.708 -0.708 0.000
C -2.600 -0.689 -2.780 1.542 0.362 0.246 0.000
O -2.543 -1.809 -3.630 0.003 -1.909 -0.994 0.000
C -3.698 -1.921 -4.342 1.446 -0.881 2.605 0.000
O -4.164 -2.904 -4.800 0.117 -1.354 -1.381 0.000
O -4.331 -0.823 -4.201 -2.752 3.623 -0.262 0.000
H -5.281 1.627 -3.339 0.035 -0.172 -0.205 0.000
H -4.447 1.665 -1.816 0.707 -0.352 -0.096 0.000
H -5.398 0.240 -2.259 -0.082 0.067 0.130 0.000
H -3.157 0.810 -4.221 0.210 0.305 0.334 0.000
H -2.854 -0.979 -1.760 0.118 0.000 0.054 0.000
H -1.578 -0.332 -2.907 -0.227 0.623 1.020 0.000
C -6.867 -0.973 1.083 -2.998 -2.359 0.604 0.000
C -6.019 0.010 1.741 -1.955 1.112 1.428 0.000
C -5.305 -0.340 3.115 -2.638 -0.620 -1.263 0.000
O -3.982 -0.340 2.716 1.413 0.410 0.711 0.000
C -3.869 -0.048 1.391 4.338 -1.372 -1.020 0.000
O -2.831 -0.039 0.760 -1.546 0.330 1.650 0.000
O -5.035 -0.015 0.856 3.052 1.596 -3.423 0.000
H -7.119 -0.802 0.036 -0.130 0.968 0.221 0.000
H -7.771 -1.109 1.676 -0.409 -0.322 -0.275 0.000
H -6.382 -1.942 0.959 0.303 -0.129 0.699 0.000
H -6.440 1.010 1.640 -0.461 0.180 0.843 0.000
H -5.706 -1.328 3.341 0.646 -0.496 0.209 0.000
H -5.556 0.246 4.000 0.440 0.634 -0.389 0.000
C -2.348 5.601 1.904 0.441 -0.264 0.461 0.000
C -2.493 5.243 0.416 1.149 -0.774 -0.124 0.000
C -1.225 5.495 -0.441 0.383 1.049 -0.313 0.000
O -1.058 4.370 -1.362 -1.658 -0.029 1.850 0.001
C -1.867 3.364 -0.851 1.475 -3.291 -1.188 0.000
O -1.856 2.184 -1.277 -0.492 4.899 1.628 0.000
O -2.532 3.808 0.250 -0.575 -0.948 -0.302 0.000
H -1.495 5.166 2.425 0.509 -0.351 -0.745 0.000
H -3.136 5.229 2.561 -0.628 0.214 -0.556 0.000
H -2.203 6.665 2.093 -0.404 0.177 -0.401 0.000
H -3.430 5.630 0.017 0.139 0.201 -0.164 0.000
H -0.379 5.627 0.234 0.274 -0.800 0.022 0.000
H -1.175 6.417 -1.019 -0.618 -0.119 -0.243 0.000
C 8.389 -0.512 3.137 -0.181 0.318 1.430 0.007
C 7.754 -0.466 1.784 1.762 -1.097 0.019 0.034
C 8.181 -1.667 0.996 3.082 -0.904 -1.648 0.018
O 7.047 -2.327 0.580 -0.248 -0.973 -1.054 0.005
C 6.007 -1.639 0.978 -3.475 -1.302 -1.378 0.009
O 4.867 -1.954 0.660 1.709 0.922 1.042 0.003
O 6.380 -0.672 1.776 -1.747 1.945 1.429 0.013
H 9.263 0.138 3.163 -0.014 0.064 0.047 0.004
H 8.712 -1.500 3.465 -0.082 -0.149 -0.257 0.000
H 7.684 -0.184 3.901 0.020 0.341 0.031 0.001
H 8.090 0.437 1.273 -0.891 0.223 -0.234 0.036
H 8.806 -2.443 1.437 0.058 0.311 0.958 0.000
H 8.779 -1.390 0.128 -0.233 0.318 -0.372 0.011
```
Positions in Å, forces in eV/Å.